Entry 1:
Entry from the Open Molecules 2025 dataset: C5H12N2O in the gas phase in a non-equilibrium geometry (ωB97M-V/def2-TZVPD).

## Properties
SMILES ... CNCCN(C)C=O
Calculated total energy ... -382.41272 Eh
F_max ... 3.44 eV/A
Gap between HOMO and LUMO ... 9.537 eV

ORCA input file:
```
! RIJCOSX wB97M-V def2-TZVPD def2/J DEFGRID3
* xyz 0 1
C -1.666 -1.284 0.713
N -0.932 -0.173 1.002
C -1.421 1.176 0.758
C 0.540 -0.320 1.097
C 1.359 0.613 0.165
N 1.800 -0.054 -1.077
C 0.662 -0.207 -2.000
O -1.205 -2.368 1.085
H -2.488 -1.451 0.005
H -1.589 1.353 -0.317
H -2.392 1.301 1.275
H -0.801 1.936 1.245
H 0.837 -0.074 2.155
H 0.751 -1.349 0.868
H 0.827 1.542 0.012
H 2.334 0.895 0.592
H 2.244 -0.941 -0.875
H -0.173 -0.830 -1.666
H 0.281 0.826 -2.082
H 1.033 -0.589 -2.955
*
```

***

Entry 2:
Entry from the Open Molecules 2025 dataset: 2 unconnected molecules or ions with the total composition C5H12N2O in a non-equilibrium geometry (ωB97M-V/def2-TZVPD).

## Properties
Calculated total energy ... -382.27065 Eh
F_max ... 4.58 eV/A
Gap between HOMO and LUMO (alpha / beta) ... 6.786 / 6.783 eV

ORCA input file:
```
! RIJCOSX wB97M-V def2-TZVPD def2/J DEFGRID3
* xyz 0 1
C 1.527 -0.196 0.232
C -1.342 -1.689 -0.240
C -0.630 2.165 -0.449
N 0.829 0.219 -0.834
C -1.387 -0.202 -0.064
C -0.506 0.676 -0.578
N 2.552 -1.070 0.094
O -2.232 0.201 0.920
H -1.598 0.654 1.568
H 1.143 0.041 -1.783
H 2.623 -1.639 -0.744
H 3.119 -1.253 0.908
H 1.557 0.535 1.114
H 0.376 0.125 1.868
H -0.654 -2.007 -1.022
H -1.068 -2.164 0.712
H -2.348 -2.034 -0.466
H -1.676 2.465 -0.436
H -0.167 2.515 0.480
H -0.118 2.658 -1.282
*
```

***

So what do the calculations give for energy relative to the best compared isomer or geometry (same formula, charge and spin)? Going down the list: 56.36 145.51 kcal/mol.